Entry 1:
A cluster of 6 separate species, C21H61N5O8 in total, computed with wB97M-V/def2-TZVPD.

Structure (XYZ):
```
95
Properties=species:S:1:pos:R:3:lowdin_charge:R:1
C -5.3372 -0.6761 -1.6436 -0.021
C -3.9319 -1.0341 -1.1299 -0.240
C -2.9511 -1.1034 -2.3590 -0.134
O -1.6693 -1.4324 -1.8469 -0.226
C -0.8228 -2.1315 -2.7658 -0.077
N -3.4217 0.0169 -0.1013 0.237
H -3.5929 0.9429 -0.4664 0.160
H -3.5739 -0.1187 0.8879 0.162
H -2.4179 -0.0813 -0.0477 0.082
H -5.7478 -1.4904 -2.2406 0.113
H -5.3046 0.2367 -2.2384 0.093
H -5.9882 -0.4053 -0.8123 0.096
H -3.9706 -1.9615 -0.5584 0.157
H -2.9789 -0.2342 -3.0162 0.144
H -3.1983 -2.0042 -2.9206 0.145
H -1.1888 -3.1312 -2.9998 0.102
H 0.1478 -2.4675 -2.4011 0.072
H -0.6551 -1.6918 -3.7490 0.108
C 4.6688 -1.0918 0.4114 -0.021
C 4.7810 0.2419 1.0156 -0.298
C 4.4577 1.4392 0.0333 -0.202
O 5.3547 1.4159 -1.0245 -0.143
C 5.0667 2.4517 -1.9808 -0.045
N 3.9742 0.2805 2.2973 0.228
H 4.1828 -0.4790 2.9296 0.175
H 4.1224 1.1135 2.8489 0.173
H 3.0364 0.2077 1.9295 0.088
H 5.2922 -1.7661 0.9986 0.109
H 5.0049 -1.0526 -0.6247 0.111
H 3.6380 -1.4456 0.4349 0.079
H 5.7261 0.4092 1.5323 0.162
H 4.5324 2.3846 0.5706 0.131
H 3.4073 1.3041 -0.2244 0.114
H 5.8925 2.4704 -2.6920 0.118
H 4.9959 3.4133 -1.4724 0.092
H 4.0743 2.3768 -2.4253 0.057
C 1.4226 -4.5438 -0.6183 -0.025
C 0.1308 -4.3852 0.2038 -0.229
C -0.6167 -5.7604 0.5256 -0.123
O -1.3838 -5.7289 1.7608 -0.220
C -2.2009 -6.8883 1.9954 -0.074
N 0.4068 -3.6277 1.5457 0.234
H 1.1692 -4.0624 2.0456 0.171
H 0.5909 -2.6387 1.4554 0.106
H -0.4537 -3.6626 2.0734 0.147
H 1.9192 -3.5735 -0.6252 0.063
H 1.2791 -4.6771 -1.6905 0.101
H 2.1685 -5.1936 -0.1606 0.101
H -0.5260 -3.6753 -0.2988 0.116
H 0.0578 -6.6042 0.6711 0.133
H -1.2641 -6.1310 -0.2692 0.136
H -3.1659 -6.8941 1.4886 0.093
H -2.4927 -6.8761 3.0456 0.099
H -1.7910 -7.8758 1.7833 0.102
C -0.6682 1.4146 4.5899 -0.018
C -1.3761 2.2284 3.4911 -0.287
C -2.3975 3.1576 4.0610 -0.199
O -3.1012 3.8853 3.0706 -0.178
C -4.0770 3.0745 2.2953 -0.024
N -0.3303 3.0859 2.7118 0.256
H 0.4660 3.3316 3.2826 0.167
H -0.1570 2.6127 1.8365 0.102
H -0.7483 3.9902 2.5455 0.150
H -0.1726 0.5592 4.1308 0.071
H -1.3771 0.9025 5.2406 0.105
H 0.0223 1.9662 5.2278 0.103
H -1.7718 1.5029 2.7804 0.121
H -2.0519 3.8339 4.8429 0.161
H -3.1444 2.5284 4.5450 0.144
H -3.7490 2.0882 1.9671 0.046
H -4.3835 3.6587 1.4276 0.098
H -4.8890 3.0018 3.0187 0.110
C 0.2616 4.9163 -3.3256 -0.026
C -0.1402 3.4568 -2.9135 -0.247
C 0.9108 2.4864 -3.5081 -0.156
O 1.0316 1.2361 -2.8187 -0.194
C 1.9426 0.3890 -3.4303 -0.098
N -0.0633 3.4672 -1.3984 0.229
H -0.9886 3.7509 -1.1096 0.163
H 0.0261 2.5335 -1.0239 0.107
H 0.6671 4.0674 -1.0429 0.167
H 0.2328 5.1188 -4.3962 0.109
H 1.2778 5.1721 -3.0256 0.094
H -0.4176 5.6996 -2.9892 0.097
H -1.1911 3.3600 -3.1862 0.157
H 1.8886 2.9649 -3.5627 0.129
H 0.6014 2.3743 -4.5473 0.149
H 1.7553 -0.6270 -3.0827 0.082
H 2.9746 0.6161 -3.1630 0.082
H 1.8391 0.3864 -4.5153 0.112
O 0.2181 -1.0934 0.2925 0.080
C 0.2834 0.1688 0.7914 -0.855
O -0.6415 0.8611 0.4048 -0.025
O 1.0930 0.4956 1.6213 0.033
H -0.5107 -0.7317 -0.2171 0.054
```

Properties
HOMO   -18.556 eV
Electronic energy   -46557.0305 eV
Kohn-Sham gap   8.54 eV
Net charge   +4
E_LUMO   -10.0 eV

Entry 2:
A structure of composition C21H61N6O10P2S4V, computed with wB97M-V/def2-TZVPD.

Structure (XYZ):
```
105
Properties=species:S:1:pos:R:3:mulliken_spin:R:1
O -0.1022 -1.2518 -2.8536 -0.320
V -0.7333 -1.9586 -1.5402 1.284
O -0.1358 0.4353 1.6759 0.003
C -0.2376 -0.2608 0.5086 -0.014
O -1.2086 -0.1941 -0.2686 0.026
O 0.5820 -1.0119 0.0811 -0.027
H -0.9098 1.0027 1.7021 0.002
O -0.3250 6.0586 -1.6630 0.000
P -0.6927 5.0969 -2.7475 0.000
N -0.2688 3.4806 -2.5349 0.000
C 0.5004 3.0241 -1.4038 -0.002
C -0.4348 2.4088 -3.5571 -0.001
N 0.0929 5.4766 -4.2188 0.000
C -0.3686 4.9469 -5.5255 0.000
C 1.4980 5.8682 -4.3031 0.000
N -2.3859 5.0386 -3.1503 0.000
C -3.0310 6.2765 -3.5344 0.000
C -3.3577 4.1285 -2.5409 0.000
H 0.8572 3.8932 -0.8511 0.000
H 1.3932 2.4499 -1.6516 0.001
H -0.0247 2.3423 -0.7348 0.001
H -0.7313 1.4669 -3.0956 0.003
H 0.3832 2.2599 -4.2618 0.000
H -1.3561 2.6186 -4.1005 0.000
H -1.1268 4.1672 -5.4533 0.000
H -0.6934 5.6783 -6.2656 0.000
H 0.4158 4.3380 -5.9749 0.000
H 1.7897 6.4988 -3.4633 0.000
H 2.1207 4.9802 -4.4115 0.000
H 1.5935 6.3577 -5.2723 0.000
H -2.3011 6.9197 -4.0260 0.000
H -3.7948 6.0883 -4.2890 0.000
H -3.3703 6.7799 -2.6292 0.000
H -2.8783 3.1567 -2.6592 0.000
H -4.2318 4.1940 -3.1887 0.000
H -3.4779 4.4924 -1.5205 0.000
O -1.6972 -3.1264 0.1933 0.002
P -1.9304 -4.0471 1.3259 0.006
N -3.5244 -3.9097 1.8470 0.000
C -4.0466 -4.1315 3.1955 0.000
C -4.5094 -3.5461 0.7950 0.000
N -0.8263 -3.8227 2.6601 -0.001
C -0.9871 -2.6494 3.5623 0.000
C 0.5967 -4.2651 2.5866 0.000
N -1.6117 -5.6076 0.9737 -0.001
C -0.6150 -5.9405 -0.1229 0.001
C -2.1775 -6.7260 1.6756 0.000
H -3.2974 -4.4755 3.9086 0.000
H -4.6998 -5.0005 3.1160 0.000
H -4.5043 -3.2304 3.6036 0.000
H -4.2892 -3.9711 -0.1842 0.000
H -4.6117 -2.4685 0.6665 0.000
H -5.4915 -3.9668 1.0108 0.000
H -2.0126 -2.3389 3.7626 0.000
H -0.4979 -2.9115 4.5004 0.000
H -0.4165 -1.8490 3.0914 0.000
H 1.1086 -3.6834 1.8200 0.000
H 1.1548 -4.1282 3.5128 0.000
H 0.6266 -5.3167 2.3015 0.000
H -0.8421 -5.4669 -1.0780 0.000
H 0.4212 -5.7309 0.1425 0.000
H -0.6511 -7.0029 -0.3642 0.000
H -1.3293 -7.2505 2.1156 0.000
H -2.7134 -7.4663 1.0817 0.000
H -2.7766 -6.3994 2.5257 0.000
C 3.4019 -2.4973 -1.1946 0.004
S 2.2515 -3.8895 -1.7574 0.001
O 0.8428 -3.2791 -1.8099 0.031
C 2.7188 -3.7747 -3.4954 0.000
H 4.3781 -2.7583 -1.6031 0.001
H 3.4681 -2.4532 -0.1075 -0.001
H 2.9977 -1.5536 -1.5609 0.001
H 3.7435 -3.9910 -3.7978 0.000
H 2.5065 -2.7395 -3.7625 0.000
H 2.0729 -4.5194 -3.9605 0.000
C 4.6688 -1.1120 4.4883 0.000
S 4.0341 -1.8092 2.8776 0.000
O 4.0073 -3.3050 2.9965 0.000
C 2.2783 -1.3796 3.3072 0.000
H 4.1744 -1.5244 5.3678 0.000
H 4.3501 -0.0698 4.5054 0.000
H 5.7314 -1.3476 4.5476 0.000
H 2.1203 -0.3092 3.1751 0.000
H 1.9711 -1.7171 4.2970 0.000
H 1.6163 -1.7588 2.5287 0.000
C -3.1076 3.8254 2.3894 0.000
S -1.8108 2.9153 3.3352 0.000
O -2.1546 1.4241 3.0498 0.000
C -0.3607 3.3841 2.2192 0.000
H -3.3560 3.2819 1.4778 0.000
H -2.8271 4.8508 2.1484 0.000
H -3.9217 3.8733 3.1126 0.000
H -0.2361 4.4416 2.4523 0.000
H -0.6407 3.0189 1.2311 0.000
H 0.6125 2.9609 2.4677 0.000
C 4.0327 0.7755 -0.4241 0.001
S 4.8619 1.5629 1.0798 0.000
O 5.4219 2.8100 0.4064 0.000
C 3.1780 1.9389 1.7435 0.001
H 3.2498 0.0890 -0.1018 0.000
H 4.7987 0.2648 -1.0076 0.000
H 3.5653 1.5856 -0.9840 0.000
H 2.4587 1.1255 1.6479 0.000
H 2.6536 2.8287 1.3952 0.000
H 3.3507 2.0135 2.8172 0.000
```

Properties
Multiplicity   2
HOMO (spin up / spin down)   -10.046 / -10.046 eV
Electronic energy   -139781.1444 eV
Kohn-Sham gap (spin up / spin down)   5.47 / 5.95 eV
Net charge   +1
E_LUMO (spin up / spin down)   -4.6 / -4.1 eV
Energy above the lowest of the compared OMol25 structures with the same formula, charge and spin   69.6 kcal per mole

Entry 3:
A cluster of 10 separate species, C21H62N2O10 in total, computed with wB97M-V/def2-TZVPD.

Structure (XYZ):
```
95
Properties=species:S:1:pos:R:3:lowdin_charge:R:1
N 0.1072 -2.0687 0.1907 0.181
C -0.4696 -0.8719 0.5057 -0.637
N 0.1906 -0.1385 1.4582 0.207
O -1.5589 -0.5880 0.0305 -0.027
H -0.3600 -2.5791 -0.5948 0.099
H 1.1465 -2.0983 0.3007 0.074
H 0.0061 0.8507 1.6721 0.104
H 1.0894 -0.4531 1.7950 0.067
C -0.1397 -2.2330 -3.8790 -0.043
C -1.3641 -1.8094 -3.0521 -0.464
C -2.6389 -1.5544 -3.8635 -0.028
O -1.6431 -2.8303 -2.0507 -0.090
H 0.7216 -2.4460 -3.3104 0.044
H 0.1809 -1.4231 -4.5376 0.074
H -0.4982 -3.1399 -4.4548 0.105
H -1.0686 -0.9204 -2.4575 0.102
H -3.2182 -0.9581 -3.1880 0.073
H -3.0867 -2.4041 -4.2600 0.060
H -2.5068 -0.8539 -4.6998 0.080
H -2.1271 -2.2333 -1.4380 0.068
C 4.5243 -3.0542 -0.3541 -0.026
C 4.0666 -1.6607 0.0207 -0.468
C 3.7525 -0.6653 -1.0266 -0.045
O 2.8198 -1.7311 0.7361 -0.112
H 4.1036 -3.7761 0.2751 0.051
H 5.6014 -3.0629 -0.4525 0.075
H 4.2142 -3.3438 -1.4238 0.109
H 4.7732 -1.2525 0.6740 0.119
H 3.3332 0.2249 -0.4882 0.092
H 2.9684 -1.0188 -1.6986 0.079
H 4.6593 -0.4288 -1.5716 0.087
H 2.9609 -2.0288 1.6364 0.042
C 1.4171 -4.2387 2.8011 -0.071
C 2.1424 -3.6662 4.0042 -0.282
O 3.0566 -2.7445 3.3988 -0.105
H 0.9521 -3.4542 2.2891 0.034
H 0.6356 -4.8819 3.0936 0.066
H 2.1870 -4.7625 2.2246 0.091
H 2.6716 -4.5214 4.4456 0.113
H 1.4488 -3.1808 4.7325 0.129
H 3.4563 -2.3387 4.1737 0.085
C 3.3309 0.8475 4.2966 -0.063
C 1.7588 0.8061 4.1773 -0.274
O 1.3919 1.9300 3.3946 -0.099
H 3.7615 0.2138 5.0794 0.064
H 3.6197 1.7947 4.6559 0.053
H 3.8411 0.6562 3.3644 0.065
H 1.3239 0.9400 5.1505 0.100
H 1.3056 -0.1423 3.7387 0.100
H 1.9458 1.9638 2.6274 0.008
C -4.7977 -2.3491 1.2322 -0.084
C -3.9494 -2.3872 2.4749 -0.323
O -2.8524 -1.4764 2.3847 -0.095
H -4.1814 -2.4948 0.3748 0.058
H -5.3425 -1.4169 1.2035 0.069
H -5.5455 -3.1779 1.4024 0.099
H -3.6215 -3.4114 2.7351 0.111
H -4.6167 -2.0631 3.2896 0.108
H -2.7052 -1.2266 1.4749 0.014
C -4.3376 1.6336 2.5368 -0.084
C -3.2270 2.3756 1.8426 -0.288
O -2.9817 1.8668 0.5123 -0.134
H -4.4124 1.7954 3.6151 0.072
H -4.1708 0.5284 2.5161 0.064
H -5.3229 1.9826 2.1828 0.082
H -2.2738 2.3705 2.4107 0.114
H -3.4601 3.4381 1.6260 0.121
H -2.6672 0.9206 0.4704 0.066
C -1.7640 2.7549 -6.0812 -0.062
C -2.9398 3.5461 -5.5288 -0.378
O -3.2369 3.2038 -4.2509 -0.047
H -2.1826 1.7232 -6.1043 0.087
H -0.9311 2.7593 -5.4768 0.031
H -1.4655 3.0940 -7.0684 0.075
H -3.7831 3.2327 -6.0701 0.094
H -2.9145 4.6333 -5.6640 0.116
H -2.4996 3.5206 -3.7264 0.069
C 2.9762 4.5919 -0.3386 -0.055
C 2.2048 3.9682 0.9394 -0.271
O 2.3251 2.5539 0.8896 -0.129
H 3.9229 4.0592 -0.4579 0.067
H 3.1202 5.5868 -0.1225 0.024
H 2.3548 4.3955 -1.2579 0.078
H 1.2184 4.3551 0.9399 0.085
H 2.6520 4.4083 1.9043 0.135
H 1.6577 2.2319 0.2438 0.058
C 0.6358 1.3512 -2.1568 -0.075
C -0.6826 1.9845 -1.7617 -0.284
O -0.4522 2.3826 -0.4281 -0.108
H 0.8012 1.0840 -3.1993 0.075
H 0.8650 0.4330 -1.6633 0.043
H 1.4661 2.0377 -1.8951 0.076
H -1.5008 1.2439 -1.8199 0.110
H -0.8722 2.8623 -2.3508 0.092
H -1.2958 2.4238 0.0788 0.061
```

Properties
SMILES   NC(N)=O.CC(C)O.CC(C)O.CCO.CCO.CCO.CCO.CCO.CCO.CCO
HOMO   -9.628 eV
Electronic energy   -46236.2297 eV
Kohn-Sham gap   10.16 eV
Net charge   0
E_LUMO   0.5 eV
Energy above the lowest of the compared OMol25 structures with the same formula, charge and spin   9.4 kcal per mole

Entry 4:
A cluster of 14 separate species, C21H62NO18P in total, computed with wB97M-V/def2-TZVPD.

Structure (XYZ):
```
103
Properties=species:S:1:pos:R:3:lowdin_charge:R:1
C -2.4836 -2.0862 -1.4691 -0.099
N -1.4661 -1.9314 -0.3189 -0.137
C -0.1504 -1.7023 -1.0288 -0.133
C -1.9343 -0.7269 0.4662 -0.239
O -3.2782 -0.5789 0.6335 -0.065
C -0.9924 0.4016 1.1915 -0.025
C -0.7006 1.5829 0.0666 -0.027
C 0.5820 2.1767 -0.4066 -0.131
P 2.3484 1.7648 0.1948 0.809
O 2.3369 1.0360 1.5982 -0.490
C 0.0562 3.2444 -1.5651 -0.174
O 0.9479 3.9959 -2.2601 -0.023
O -1.4285 3.2537 -1.7712 0.048
C -1.9232 2.3123 -0.7484 -0.192
O -3.2473 2.1907 -0.6201 0.051
H -2.0248 -2.9181 -2.1913 0.110
H -3.5168 -2.5077 -1.1131 0.076
H -2.5919 -1.0702 -2.0808 0.118
H -0.3169 -1.1919 -2.0950 0.098
H 0.2770 -2.7869 -1.2865 0.113
H 0.6776 -1.1790 -0.3883 0.084
H 0.0076 -0.1407 1.5515 0.124
H -1.5035 0.8518 2.1669 0.157
H 3.0426 3.0363 0.3986 0.014
H 3.1361 1.0511 -0.8088 0.040
C 0.1360 4.4901 2.3786 -0.113
O 1.2451 3.8673 1.7570 -0.198
H -0.7775 3.9732 2.0758 0.081
H 0.2439 4.4290 3.4643 0.089
H 0.0814 5.5356 2.0654 0.068
H 2.0405 4.3472 2.0441 0.083
C 5.2366 1.2915 3.7937 -0.158
O 5.7917 1.8535 2.6189 -0.137
H 6.0208 1.2005 4.5488 0.070
H 4.4443 1.9426 4.1711 0.077
H 4.8331 0.3010 3.5694 0.085
H 5.0729 1.9220 1.9675 0.059
C -6.4207 -2.9020 0.0318 -0.135
O -5.0548 -2.5312 -0.0009 -0.178
H -6.4978 -3.9852 -0.0866 0.082
H -6.8554 -2.6106 0.9911 0.082
H -6.9526 -2.4095 -0.7860 0.055
H -5.0180 -1.5655 0.1063 0.063
C -8.6263 -3.3298 -3.1684 -0.139
O -8.3847 -2.1040 -2.5027 -0.163
H -8.2774 -4.1512 -2.5383 0.080
H -9.6981 -3.4422 -3.3495 0.060
H -8.0823 -3.3442 -4.1162 0.081
H -8.7043 -1.3943 -3.0855 0.095
C 1.3091 7.4978 0.2955 -0.168
O 0.7568 8.0580 1.4725 -0.128
H 0.4966 7.1842 -0.3639 0.091
H 1.9202 8.2470 -0.2137 0.082
H 1.9197 6.6297 0.5560 0.051
H 1.5009 8.3267 2.0378 0.088
C -9.9615 -0.9712 0.1649 -0.169
O -10.7796 0.0217 -0.4260 -0.135
H -10.5966 -1.7736 0.5472 0.083
H -9.2787 -1.3763 -0.5859 0.044
H -9.3945 -0.5336 0.9903 0.078
H -10.1887 0.7200 -0.7558 0.082
C 8.8309 -0.2383 4.1636 -0.169
O 8.2332 -0.3892 2.8891 -0.134
H 9.4092 -1.1362 4.3934 0.073
H 9.4961 0.6286 4.1549 0.080
H 8.0522 -0.1059 4.9188 0.065
H 7.7271 0.4222 2.7129 0.053
C 0.1242 1.4170 -5.4546 -0.166
O 1.0971 2.4385 -5.3351 -0.128
H 0.2585 0.9088 -6.4123 0.081
H 0.2486 0.6972 -4.6420 0.064
H -0.8750 1.8579 -5.4155 0.077
H 0.9531 2.8715 -4.4765 0.047
C -4.3268 -5.6016 2.3853 -0.171
O -4.0852 -4.3758 3.0510 -0.132
H -3.9779 -6.4229 3.0155 0.077
H -5.3986 -5.7140 2.2043 0.071
H -3.7829 -5.6159 1.4376 0.075
H -4.4048 -3.6660 2.4682 0.065
C 3.8560 5.5005 -1.3653 -0.156
O 4.5341 4.7831 -0.3505 -0.148
H 4.3822 5.3595 -2.3123 0.091
H 2.8346 5.1237 -1.4588 0.047
H 3.8419 6.5639 -1.1136 0.072
H 4.0447 4.9271 0.4772 0.053
C 11.6785 -2.3320 2.6430 -0.169
O 11.9200 -1.1062 3.3088 -0.139
H 12.0274 -3.1534 3.2732 0.087
H 10.6067 -2.4444 2.4620 0.072
H 12.2224 -2.3464 1.6953 0.067
H 11.6005 -0.3965 2.7259 0.082
C 12.3943 -4.8371 -0.1409 -0.168
O 13.5264 -4.5354 0.6538 -0.138
H 11.5012 -4.4416 0.3483 0.073
H 12.5042 -4.3734 -1.1242 0.077
H 12.3000 -5.9208 -0.2457 0.076
H 14.3029 -4.8984 0.1949 0.083
C -13.0121 -3.7715 -4.0844 -0.163
O -12.0392 -2.7500 -3.9648 -0.142
H -12.8778 -4.2797 -5.0420 0.080
H -12.8877 -4.4913 -3.2717 0.076
H -14.0113 -3.3306 -4.0452 0.076
H -12.1832 -2.3171 -3.1062 0.085
```

Properties
HOMO   -9.876 eV
Electronic energy   -70402.8222 eV
Kohn-Sham gap   7.44 eV
Net charge   0
E_LUMO   -2.4 eV
Energy above the lowest of the compared OMol25 structures with the same formula, charge and spin   104.7 kcal per mole

F_max in eV/A, matching the order above: 4.869, 7.557, 3.937, 9.366